{"formula": "C43H57FN5OP2S4SbSiTc", "method": "ωB97M-V/def2-TZVPD", "de_lowest_ev": 1.262, "homo_lumo_gap_ha": 0.2215, "e_homo_ha": -0.3577, "total_charge": 1, "elements": ["Sb", "Tc", "S", "S", "S", "S", "P", "P", "Si", "F", "O", "N", "N", "N", "N", "N", "C", "C", "C", "C", "C", "C", "C", "C", "C", "C", "C", "C", "C", "C", "C", "C", "C", "C", "C", "C", "C", "C", "C", "C", "C", "C", "C", "C", "C", "C", "C", "C", "C", "C", "C", "C", "C", "C", "C", "C", "C", "C", "C", "H", "H", "H", "H", "H", "H", "H", "H", "H", "H", "H", "H", "H", "H", "H", "H", "H", "H", "H", "H", "H", "H", "H", "H", "H", "H", "H", "H", "H", "H", "H", "H", "H", "H", "H", "H", "H", "H", "H", "H", "H", "H", "H", "H", "H", "H", "H", "H", "H", "H", "H", "H", "H", "H", "H", "H", "H"], "xyz": [[3.6843, 0.7580, 4.9269], [0.8531, 0.9554, 1.0485], [-0.0786, 1.5901, 3.2392], [4.6035, 2.6802, 5.5219], [5.6647, -0.8993, 4.2989], [5.0291, 0.0532, 2.6481], [-1.5752, -1.1951, -0.0370], [0.1193, 2.8385, -0.2001], [3.4032, -2.5769, 2.0600], [2.6565, 0.3783, -0.3966], [2.2894, 1.8463, 2.1721], [-1.5072, -2.8386, 0.0646], [4.1631, -1.0363, 1.6172], [-0.2558, -0.4024, 0.4453], [-2.9211, -0.8124, 0.8372], [-1.7582, -0.9295, -1.6659], [3.9145, -0.1067, -0.6705], [-2.6171, 2.5863, -0.1279], [-3.9092, 2.7420, -0.6038], [-0.9058, -5.7181, 0.4401], [2.8783, 4.1623, -3.6516], [2.7345, 4.9804, -2.5421], [-3.1405, -1.2243, -3.6676], [-0.3029, 5.4869, 0.7444], [-0.0803, 6.4785, 1.6869], [0.1925, 4.2087, 0.9797], [-1.7024, -3.4884, 1.3722], [-0.6615, -1.0059, -3.8760], [-3.0536, -0.6092, -2.2759], [4.6350, -3.9187, 2.4552], [-4.8194, -1.8696, 2.0284], [-2.8023, -0.0875, 2.1167], [-3.0517, 3.6835, -2.6467], [-1.7537, 3.5282, -2.1787], [-1.5972, -5.1229, -0.7897], [5.6228, -0.3873, -2.3055], [-5.1839, -0.5699, 2.7645], [-4.1438, 0.5304, 2.4792], [1.2437, 3.3780, -1.5305], [2.2114, 2.9454, -3.7013], [2.2457, -2.2665, 3.4953], [1.1059, 4.9150, 3.0946], [5.8333, -1.3788, -0.1351], [0.6374, 6.1958, 2.8454], [2.4533, -3.0404, 0.5119], [-0.6285, -0.4289, -2.4659], [6.3273, -1.1807, -1.4134], [-1.0851, -3.7140, -1.0448], [-1.5372, 2.9803, -0.9177], [-2.0030, -0.7100, -4.5459], [1.4156, 2.5464, -2.6396], [-4.1261, 3.2933, -1.8609], [4.4042, 0.1548, -1.9288], [1.1649, 2.4875, 2.3919], [0.8700, 3.9231, 2.1538], [4.6126, -0.8416, 0.2750], [-4.1817, -1.5683, 0.6780], [-0.7584, -4.6688, 1.5611], [1.9200, 4.5948, -1.4863], [1.6468, -1.3677, 3.3314], [1.8180, 5.2506, -0.6334], [-3.1660, 0.4785, -2.3553], [-2.6797, -5.0890, -0.6384], [-2.1106, 0.3725, -4.6814], [-5.2404, -0.7685, 3.8344], [-0.4615, 7.4773, 1.5180], [-3.9857, -2.4914, 0.1292], [-5.1374, 3.4188, -2.2276], [-4.1104, -0.9796, -4.1062], [3.2501, 5.9311, -2.5002], [1.5934, -2.3778, 0.3696], [-0.9649, -5.1179, 2.5333], [-3.0758, -2.3136, -3.5856], [-2.4901, -0.7588, 2.9270], [3.0865, -2.9869, -0.3777], [0.2629, -4.2921, 1.5872], [-4.8881, -0.9728, 0.0888], [-3.2244, 4.1255, -3.6196], [-4.4737, 1.1582, 1.6506], [-1.5301, -2.7534, 2.1609], [0.0836, -6.0787, 0.1520], [-2.4340, 2.1786, 0.8604], [6.0169, -0.1846, -3.2929], [0.3028, -0.6913, -1.9689], [-6.1710, -0.2325, 2.4455], [0.0064, -3.7382, -1.1433], [3.8365, 0.7832, -2.5936], [-2.0461, -1.1709, -5.5335], [5.1893, -4.2204, 1.5618], [2.3150, 2.3054, -4.5698], [-1.4075, -5.7417, -1.6669], [-0.9172, 3.8381, -2.7929], [-3.8569, -0.9896, -1.6511], [6.3960, -1.9550, 0.5903], [-0.8492, 5.7055, -0.1666], [1.5489, -3.1015, 3.6111], [-1.4643, -6.5842, 0.7961], [-4.1309, -2.4659, 2.6309], [0.1598, -0.5709, -4.4529], [-0.5013, -2.0869, -3.8309], [-4.7528, 2.4385, 0.0021], [-4.0126, 1.1767, 3.3480], [4.1100, -4.8037, 2.8303], [-5.7101, -2.4758, 1.8626], [2.0927, -4.0729, 0.5809], [7.2666, -1.6315, -1.7066], [3.5056, 4.4715, -4.4782], [5.3521, -3.6070, 3.2162], [-2.0421, 0.6706, 2.0076], [0.9116, 1.5886, -2.6769], [0.8171, 6.9792, 3.5708], [1.6431, 4.6851, 4.0065], [-2.7362, -3.8391, 1.4645], [-1.4906, -3.3162, -1.9707], [2.7953, -2.1737, 4.4325], [-0.6931, 0.6637, -2.5276]], "forces_ev_per_a": [[0.639, 0.004, -0.324], [-0.859, 0.065, 0.460], [0.250, -0.224, -0.782], [-0.197, -0.352, -0.128], [-0.157, 0.060, 0.538], [-0.600, 0.195, -0.213], [-0.541, -0.368, -0.348], [0.058, 0.373, 0.354], [-0.210, -0.084, 0.046], [-0.079, 0.093, -0.054], [0.173, -0.207, -0.219], [0.178, 0.007, -0.021], [-0.029, 0.468, -0.075], [0.777, 0.611, 0.151], [0.129, -0.030, 0.166], [0.377, 0.500, 0.182], [0.134, -0.135, 0.047], [0.010, 0.009, -0.044], [0.011, 0.011, 0.001], [-0.067, 0.053, 0.028], [-0.025, 0.046, -0.012], [0.025, 0.024, -0.058], [0.058, 0.101, -0.023], [-0.020, 0.039, 0.019], [-0.026, -0.007, -0.061], [-0.024, 0.034, -0.103], [0.105, -0.047, -0.054], [-0.130, 0.117, -0.017], [-0.034, -0.187, 0.000], [0.053, -0.009, -0.022], [0.004, 0.128, 0.004], [-0.250, 0.075, -0.138], [-0.043, 0.051, 0.012], [0.014, -0.021, -0.044], [0.130, 0.014, 0.113], [-0.030, 0.032, -0.035], [0.079, -0.025, -0.130], [0.012, -0.178, 0.103], [0.087, -0.274, -0.037], [0.022, -0.110, -0.004], [0.025, -0.121, -0.146], [0.098, 0.058, 0.008], [0.042, -0.002, -0.095], [0.025, -0.011, 0.062], [0.005, -0.057, 0.017], [-0.152, -0.274, 0.000], [0.058, -0.011, 0.069], [-0.045, -0.024, 0.098], [-0.010, -0.352, -0.005], [0.039, -0.124, 0.063], [0.026, 0.005, -0.002], [-0.009, -0.030, -0.030], [0.051, -0.038, -0.081], [-0.363, -0.199, 0.550], [0.171, -0.074, -0.207], [0.233, -0.203, 0.112], [-0.075, 0.022, 0.112], [-0.021, -0.032, -0.058], [-0.003, -0.019, 0.058], [-0.006, 0.068, 0.070], [0.016, -0.017, 0.006], [-0.027, 0.083, 0.083], [-0.003, -0.003, -0.068], [-0.005, -0.025, -0.021], [-0.040, 0.020, 0.024], [0.009, -0.021, 0.007], [0.011, 0.043, -0.030], [0.029, 0.000, 0.011], [0.013, -0.022, 0.012], [0.005, -0.028, 0.027], [0.009, -0.045, -0.034], [0.059, 0.019, 0.025], [-0.056, 0.003, -0.002], [0.087, 0.002, -0.043], [-0.012, 0.006, 0.031], [0.007, 0.041, 0.062], [-0.001, -0.024, -0.006], [0.019, -0.029, 0.004], [0.004, 0.009, 0.018], [-0.034, -0.031, 0.039], [0.000, -0.030, 0.013], [-0.054, 0.056, -0.086], [-0.029, -0.029, 0.023], [0.064, 0.024, 0.039], [-0.022, -0.001, 0.052], [0.052, 0.038, 0.035], [-0.146, 0.073, -0.126], [0.005, 0.048, -0.016], [-0.018, 0.010, 0.036], [0.005, 0.002, 0.041], [-0.053, 0.002, -0.017], [-0.048, -0.001, 0.014], [0.036, 0.065, -0.040], [-0.016, 0.003, -0.011], [0.004, -0.002, 0.025], [0.030, -0.051, -0.049], [0.001, -0.007, -0.005], [-0.028, -0.003, -0.015], [0.003, -0.060, 0.016], [0.041, 0.020, -0.004], [0.009, 0.042, -0.007], [-0.025, 0.030, -0.028], [0.018, 0.050, -0.039], [0.009, -0.049, 0.032], [0.045, 0.107, 0.022], [-0.008, 0.053, 0.035], [-0.019, -0.004, 0.027], [-0.053, -0.015, -0.029], [0.084, 0.006, 0.043], [0.113, 0.092, -0.033], [-0.011, -0.019, -0.022], [-0.014, -0.005, 0.006], [-0.010, 0.050, 0.001], [-0.012, 0.031, -0.018], [-0.025, 0.056, 0.009], [-0.110, 0.004, 0.059]], "lowdin_charge": [0.55, 1.12, 0.68, -0.20, 0.03, 0.35, 0.64, 1.05, 0.40, -0.05, -0.32, -0.19, -0.46, -0.32, -0.18, -0.19, -0.19, -0.08, -0.07, -0.18, -0.06, -0.05, -0.17, -0.07, -0.05, -0.32, -0.19, -0.17, -0.18, -0.17, -0.18, -0.26, -0.06, -0.08, -0.17, -0.06, -0.17, -0.16, -0.33, -0.08, -0.19, 0.00, -0.02, -0.04, -0.16, -0.22, -0.06, -0.18, -0.34, -0.19, -0.12, -0.07, 0.01, -1.01, -0.27, -0.35, -0.20, -0.16, -0.06, 0.00, 0.10, 0.11, 0.12, 0.11, 0.11, 0.11, 0.11, 0.11, 0.12, 0.11, 0.00, 0.12, 0.11, 0.12, 0.04, 0.07, 0.11, 0.11, 0.08, 0.11, 0.11, 0.08, 0.11, 0.09, 0.11, 0.11, 0.10, 0.11, 0.03, 0.11, 0.12, 0.11, 0.09, 0.12, 0.12, 0.03, 0.11, 0.10, 0.11, 0.11, 0.10, 0.12, 0.04, 0.12, 0.03, 0.11, 0.11, 0.00, -0.02, 0.07, 0.12, 0.13, 0.11, 0.09, -0.01, 0.08]}